[1]
Entry from OMol25: a 2-piece molecular cluster, C7H10 overall in a non-equilibrium geometry (the ωB97M-V functional and the def2-TZVPD basis).

Geometry as ORCA input:
```
! wB97M-V def2-TZVPD RIJCOSX def2/J DEFGRID3
* xyz 0 1
C -1.204 1.228 0.067
C -0.914 -0.231 -0.197
C -1.662 -0.894 -1.095
C 0.467 -0.755 -0.288
C 1.628 0.038 -0.726
C 1.637 -0.119 0.713
C 1.494 -0.101 1.997
H -2.267 1.443 -0.084
H -0.922 1.552 1.071
H -0.650 1.832 -0.663
H -0.249 -0.660 2.107
H -1.503 -1.938 -1.363
H -2.376 -0.357 -1.711
H 0.506 -1.844 -0.359
H 1.439 1.061 -1.029
H 2.407 -0.477 -1.264
H 2.169 0.224 2.824
*
```

**Orbital gap**: 7.97 eV
**E**: -7413.804 eV
**ΔE to the lowest compared entry with this formula, charge and spin**: 166.7 kcal per mole
**LUMO level**: 0.259 eV

[2]
Entry from OMol25: an isolated ion of composition C4H10N3 and charge +1 in a non-equilibrium geometry (the ωB97M-V functional and the def2-TZVPD basis).

Geometry as ORCA input:
```
! wB97M-V def2-TZVPD RIJCOSX def2/J DEFGRID3
* xyz 1 1
C 1.211 0.964 0.481
C 0.102 0.727 -0.564
C -0.279 -1.382 0.404
C -2.266 -0.142 -0.245
N 2.336 0.092 0.187
N 2.304 -0.781 -0.637
N -0.828 -0.315 -0.158
H 1.487 1.936 0.410
H 0.805 0.547 1.443
H -0.687 1.590 -0.760
H 0.580 0.259 -1.429
H 0.841 -1.339 0.240
H -0.846 -2.154 0.807
H -2.679 -0.405 0.678
H -2.632 0.939 -0.602
H -2.651 -0.825 -1.047
H 3.203 0.291 0.791
*
```

**Orbital gap (alpha / beta)**: 7.82 / 7.82 eV
**E**: -8769.335 eV
**ΔE to the lowest compared entry with this formula, charge and spin**: 121.4 kcal per mole
**LUMO level (alpha / beta)**: -4.989 / -4.989 eV

[3]
Entry from OMol25: an isolated ion of composition C9H13N3 and charge +2 in a non-equilibrium geometry (the ωB97M-V functional and the def2-TZVPD basis).

Geometry as ORCA input:
```
! wB97M-V def2-TZVPD RIJCOSX def2/J DEFGRID3
* xyz 2 1
C 2.121 1.455 -0.020
C 1.097 2.293 -0.193
C -1.275 1.584 -0.408
C -1.460 -0.698 0.382
C -1.998 0.496 0.098
C 0.812 -0.433 0.057
C -3.452 0.638 0.405
C 3.214 -0.670 0.648
C -0.090 -2.418 -0.767
N 1.928 0.113 0.170
N -0.065 1.741 -0.086
N -0.219 -1.164 -0.030
H 3.137 1.805 0.168
H 1.303 3.394 -0.268
H -1.891 2.144 -1.100
H -2.276 -1.329 0.702
H -4.010 0.853 -0.493
H -3.955 -0.230 0.820
H -3.522 1.423 1.015
H 3.672 -0.130 1.424
H 2.971 -1.692 0.761
H 3.988 -0.775 -0.137
H 0.177 -2.190 -1.776
H 0.681 -3.117 -0.502
H -0.889 -3.094 -0.869
*
```

**Orbital gap (alpha / beta)**: 7.86 / 7.86 eV
**E**: -13991.142 eV
**ΔE to the lowest compared entry with this formula, charge and spin**: 150.6 kcal per mole
**LUMO level (alpha / beta)**: -9.692 / -9.691 eV

[4]
Entry from OMol25: C9H38N3O15S2 as an isolated structure (the ωB97M-V functional and the def2-TZVPD basis).

Geometry as ORCA input:
```
! wB97M-V def2-TZVPD RIJCOSX def2/J DEFGRID3
* xyz -1 1
N 0.748 1.926 -1.393
S 1.834 1.073 -2.332
O 3.144 1.489 -1.929
O 1.445 1.307 -3.709
N 1.474 -0.470 -2.042
S 2.522 -1.485 -1.461
O 1.818 -2.721 -1.221
O 3.793 -1.522 -2.103
O 2.970 -1.019 0.090
N 1.827 -0.752 0.846
O 2.118 -0.530 1.954
H 1.025 2.901 -1.401
H -0.141 1.801 -1.872
C 0.820 2.980 2.457
O 0.958 3.597 1.175
H 0.194 2.104 2.321
H 1.793 2.663 2.841
H 0.345 3.658 3.166
H 1.507 4.376 1.299
C -0.521 -4.246 1.218
O 0.065 -2.954 1.170
H -1.120 -4.302 2.128
H -1.170 -4.391 0.352
H 0.228 -5.040 1.228
H 0.575 -2.889 0.347
C -2.436 4.956 4.012
O -1.139 4.654 4.495
H -2.753 4.125 3.385
H -3.143 5.076 4.838
H -2.428 5.871 3.413
H -0.869 5.397 5.048
C 0.033 -1.453 4.814
O 1.408 -1.108 4.803
H -0.246 -1.642 5.850
H -0.590 -0.640 4.429
H -0.162 -2.353 4.224
H 1.645 -0.946 3.884
C -1.379 -3.119 -2.598
O -0.998 -2.080 -3.485
H -2.144 -3.713 -3.102
H -0.524 -3.754 -2.354
H -1.796 -2.720 -1.668
H -0.304 -1.556 -3.045
C 0.936 -7.020 -1.499
O -0.091 -6.065 -1.272
H 1.643 -6.929 -0.677
H 0.542 -8.042 -1.514
H 1.465 -6.825 -2.436
H -0.718 -6.149 -1.997
C -2.294 7.381 7.150
O -1.617 7.319 5.899
H -1.846 6.626 7.792
H -2.175 8.359 7.621
H -3.359 7.162 7.040
H -2.000 7.977 5.314
C -0.452 3.197 -6.274
O -0.371 3.098 -4.869
H -1.199 3.955 -6.511
H 0.503 3.503 -6.716
H -0.762 2.252 -6.733
H 0.294 2.423 -4.652
C 0.100 -4.429 -6.134
O 0.939 -3.416 -5.624
H 0.732 -5.140 -6.665
H -0.427 -4.962 -5.334
H -0.643 -4.034 -6.836
H 0.372 -2.792 -5.148
*
```

**Orbital gap**: 8.59 eV
**E**: -66798.152 eV
**LUMO level**: 1.808 eV

Which of these has the highest E?
C7H10